# 1
Below is an isolated molecule of C21H25N3O5S, with properties calculated with the ωB97M-V functional and the def2-TZVPD basis.

Each line ends with the Mulliken charge.
Cartesian coordinates (Å):
C: -6.22 -2.66 -1.63  -0.701
H: -6.89 -2.10 -2.29  0.314
H: -6.79 -3.03 -0.78  0.302
H: -5.77 -3.49 -2.17  0.223
O: -5.14 -1.85 -1.20  -0.266
C: -5.49 -0.77 -0.47  0.284
O: -6.64 -0.48 -0.22  -0.668
C: -4.36 0.02 -0.03  -0.140
C: -2.98 -0.07 -0.19  0.831
C: -2.43 1.04 0.51  0.209
C: -3.49 1.76 1.06  -0.090
N: -4.63 1.13 0.74  0.048
H: -5.56 1.38 1.02  0.248
C: -3.47 2.98 1.91  -1.680
H: -2.47 3.17 2.30  0.355
H: -4.15 2.86 2.76  0.444
H: -3.80 3.86 1.35  0.327
C: -1.03 1.41 0.60  1.332
C: -0.03 0.57 0.98  -0.738
C: -0.15 -0.76 1.54  0.850
O: -1.15 -1.41 1.74  -0.679
C: 1.26 -1.17 1.92  0.184
O: 1.61 -2.20 2.46  -0.678
N: 2.08 -0.15 1.58  0.429
C: 3.48 -0.14 1.94  -1.306
H: 3.69 0.77 2.51  0.339
H: 3.63 -1.00 2.59  0.536
C: 4.44 -0.19 0.75  -1.007
N: 4.09 -1.20 -0.23  0.554
C: 4.15 -2.55 0.29  -1.087
H: 3.42 -2.67 1.10  0.315
H: 5.15 -2.80 0.67  0.307
H: 3.89 -3.24 -0.50  0.356
C: 4.91 -1.07 -1.42  -1.208
H: 5.98 -1.26 -1.22  0.378
H: 4.81 -0.06 -1.82  0.336
H: 4.57 -1.78 -2.16  0.297
H: 5.46 -0.35 1.16  0.542
H: 4.44 0.78 0.24  0.466
C: 1.42 0.97 0.94  -0.908
C: 1.86 1.18 -0.47  0.876
C: 2.47 2.27 -1.01  -0.413
C: 2.71 2.14 -2.40  -0.504
C: 2.28 0.95 -2.88  -0.729
S: 1.57 -0.03 -1.67  -0.161
H: 2.33 0.58 -3.89  0.506
H: 3.19 2.89 -3.00  0.419
H: 2.73 3.15 -0.44  0.519
H: 1.61 1.89 1.51  0.358
O: -0.71 2.69 0.30  -0.579
H: -1.49 3.17 0.01  0.495
C: -2.24 -1.09 -0.97  -1.392
H: -1.29 -0.70 -1.31  0.118
H: -2.04 -1.95 -0.32  0.278
H: -2.84 -1.43 -1.81  0.557

- highest occupied orbital energy (eV) = -8.17
- energy (hartree) = -1753.90035
- SMILES = COC(=O)c1[nH]c(C)c(/C(O)=C2\C(=O)C(=O)N(CCN(C)C)[C@H]2c2cccs2)c1C


# 2
Below is a 13-piece molecular cluster, C28H48BO56S12 overall in a non-equilibrium geometry, with properties calculated with the ωB97M-V functional and the def2-TZVPD basis.

Each line ends with the Mulliken charge.
Cartesian coordinates (Å):
O: -2.34 2.16 -0.83  -0.681
C: -1.50 1.27 -0.57  0.595
O: -1.89 0.02 -0.21  -0.413
B: -0.68 -0.71 0.26  0.919
O: 0.48 0.09 -0.33  -0.417
C: 0.03 1.28 -0.62  0.621
O: 0.69 2.33 -0.84  -0.702
O: -0.68 -2.02 -0.37  -0.339
C: -0.41 -2.92 0.52  0.593
O: -0.44 -4.19 0.39  -0.694
C: -0.36 -2.15 1.92  0.661
O: -0.52 -0.90 1.72  -0.481
O: -0.19 -2.63 3.01  -0.673
C: -5.67 -2.77 -4.64  -0.434
C: -4.21 -2.46 -4.26  -0.272
O: -4.25 -1.11 -3.68  -0.244
S: -5.80 -0.65 -3.30  1.102
O: -6.26 0.28 -4.35  -0.564
O: -5.99 -0.26 -1.88  -0.499
O: -6.41 -2.15 -3.60  -0.325
H: -5.81 -3.85 -4.70  0.318
H: -6.06 -2.35 -5.56  0.312
H: -3.56 -2.68 -5.11  0.309
H: -3.86 -3.15 -3.49  0.300
C: -7.37 5.68 1.04  -0.407
C: -7.62 5.54 -0.45  -0.195
O: -8.51 6.56 -0.58  -0.303
S: -7.97 7.93 0.19  1.075
O: -9.14 8.65 0.72  -0.555
O: -6.99 8.75 -0.54  -0.497
O: -7.43 7.03 1.43  -0.273
H: -6.46 5.30 1.49  0.328
H: -8.29 5.35 1.52  0.255
H: -8.11 4.58 -0.57  0.289
H: -6.70 5.55 -1.03  0.283
C: 3.04 -0.63 6.81  -0.212
C: 4.13 -0.84 7.77  -0.245
O: 3.49 -0.90 9.06  -0.345
S: 2.20 0.13 9.09  1.068
O: 2.65 1.52 9.26  -0.546
O: 1.23 -0.47 9.97  -0.503
O: 1.85 -0.22 7.55  -0.264
H: 2.78 -1.54 6.27  0.270
H: 3.34 0.14 6.11  0.195
H: 4.80 0.02 7.69  0.280
H: 4.58 -1.80 7.54  0.305
C: 1.40 -2.97 -6.69  -0.303
C: 1.71 -2.39 -5.28  -0.228
O: 2.25 -3.43 -4.48  -0.277
S: 2.15 -4.88 -5.33  1.007
O: 1.56 -5.90 -4.45  -0.466
O: 3.43 -5.11 -6.04  -0.542
O: 1.08 -4.28 -6.41  -0.312
H: 2.31 -2.89 -7.28  0.317
H: 0.65 -2.32 -7.14  0.342
H: 0.83 -2.15 -4.69  0.242
H: 2.55 -1.70 -5.20  0.222
C: 3.41 7.14 0.26  -0.190
C: 4.58 6.46 1.11  -0.344
O: 5.37 7.52 1.55  -0.314
S: 4.48 8.87 1.68  1.078
O: 5.37 9.96 1.37  -0.550
O: 3.72 8.97 2.87  -0.510
O: 3.48 8.53 0.41  -0.258
H: 2.45 6.73 0.57  0.193
H: 3.50 6.92 -0.81  0.285
H: 5.10 5.61 0.66  0.327
H: 4.22 6.08 2.06  0.287
C: -4.23 -8.65 -0.53  -0.199
C: -3.00 -9.61 -0.55  -0.314
O: -2.52 -9.80 -1.85  -0.323
S: -3.46 -8.99 -2.96  1.078
O: -4.47 -9.88 -3.54  -0.540
O: -2.57 -8.26 -3.82  -0.465
O: -4.04 -8.06 -1.77  -0.287
H: -4.24 -7.82 0.18  0.268
H: -5.16 -9.23 -0.57  0.246
H: -3.05 -10.56 -0.02  0.311
H: -2.18 -9.05 -0.09  0.227
C: -1.13 -6.17 7.69  -0.289
C: -1.01 -4.88 8.44  -0.350
O: 0.36 -4.54 8.57  -0.236
S: 1.18 -6.00 8.73  1.041
O: 1.28 -6.37 10.16  -0.520
O: 2.42 -6.03 7.87  -0.508
O: 0.00 -6.94 7.98  -0.322
H: -1.26 -5.92 6.64  0.277
H: -2.00 -6.76 7.97  0.285
H: -1.47 -5.04 9.41  0.290
H: -1.51 -4.11 7.85  0.330
C: 2.36 -9.56 2.74  -0.372
C: 3.59 -9.20 3.73  -0.250
O: 4.33 -10.40 3.54  -0.304
S: 3.45 -11.76 3.43  1.076
O: 3.40 -12.40 4.76  -0.529
O: 3.95 -12.58 2.29  -0.522
O: 2.07 -10.93 3.21  -0.304
H: 2.55 -9.57 1.66  0.273
H: 1.49 -8.94 2.93  0.307
H: 3.22 -9.05 4.75  0.305
H: 4.07 -8.30 3.35  0.320
C: 5.66 -0.96 0.14  -0.252
C: 5.19 -0.28 1.40  -0.195
O: 5.88 -0.78 2.47  -0.353
S: 6.31 -2.41 2.20  1.055
O: 5.06 -3.16 2.43  -0.482
O: 7.56 -2.78 2.91  -0.499
O: 6.43 -2.11 0.56  -0.329
H: 6.42 -0.34 -0.33  0.271
H: 4.86 -1.14 -0.59  0.278
H: 4.14 -0.40 1.68  0.249
H: 5.32 0.80 1.32  0.261
C: 3.64 3.43 -5.80  -0.180
C: 4.08 4.35 -6.86  -0.326
O: 3.89 3.60 -8.06  -0.336
S: 2.40 2.87 -8.01  1.050
O: 2.47 1.64 -8.79  -0.514
O: 1.30 3.84 -8.23  -0.489
O: 2.55 2.66 -6.32  -0.293
H: 3.26 3.90 -4.90  0.276
H: 4.43 2.75 -5.47  0.257
H: 5.12 4.68 -6.89  0.292
H: 3.52 5.28 -6.87  0.263
C: -1.68 7.46 2.08  -0.200
C: -2.30 7.51 0.62  -0.196
O: -2.27 8.92 0.29  -0.291
S: -1.97 9.93 1.51  1.057
O: -3.12 10.82 1.69  -0.505
O: -0.59 10.48 1.40  -0.507
O: -2.11 8.69 2.54  -0.334
H: -0.59 7.52 2.03  0.199
H: -1.91 6.58 2.68  0.312
H: -3.36 7.27 0.54  0.130
H: -1.83 6.84 -0.10  0.332
C: -2.84 6.78 -6.18  -0.312
C: -1.89 5.88 -5.36  -0.248
O: -0.65 6.43 -5.53  -0.259
S: -0.67 8.05 -5.86  1.057
O: 0.18 8.28 -7.07  -0.541
O: -0.46 8.98 -4.71  -0.498
O: -2.25 8.02 -6.29  -0.330
H: -3.80 6.84 -5.66  0.296
H: -3.08 6.35 -7.15  0.277
H: -1.91 4.90 -5.84  0.280
H: -2.20 5.82 -4.32  0.279

- total charge = -1
- highest occupied orbital energy (eV) = -8.23
- energy (hartree) = -10111.99477


Molecular weight (computed, g/mol): 431.514 1676.252